{"formula": "C6H9N3O", "method": "ωB97M-V/def2-TZVPD", "mol_weight_g_mol": 139.2, "homo_energy_ev": -8.3, "de_lowest_kcal_mol": 39.0, "e_tot_ha": -473.48762, "symbols": ["N", "C", "C", "N", "C", "C", "C", "N", "C", "H", "H", "H", "H", "H", "H", "H", "O", "H", "H"], "xyz": [[-0.34, -2.22, 3.58], [0.20, -2.00, 2.58], [0.74, -1.54, 1.28], [-0.24, -0.93, 0.42], [-0.55, -1.33, -0.85], [-1.06, -0.25, -1.53], [-1.21, 0.81, -0.57], [-1.20, 2.19, -0.87], [-0.90, 0.26, 0.66], [1.21, -2.40, 0.78], [1.55, -0.83, 1.49], [-0.21, -2.30, -1.22], [-1.26, -0.18, -2.59], [-1.84, 2.42, -1.63], [-1.45, 2.76, -0.07], [-1.00, 0.70, 1.65], [1.61, 2.97, -1.53], [1.77, 2.40, -2.28], [0.69, 2.75, -1.17]], "lowdin_charge": [0.1458, -0.1811, -0.1323, -0.1405, -0.0862, -0.0389, -0.3257, 0.0651, -0.0407, 0.1314, 0.1367, 0.1207, 0.1019, 0.0987, 0.1004, 0.1265, -0.1110, 0.0162, 0.0129]}